Record 1
23
Properties=species:S:1:pos:R:3:nbo_charge:R:1 method="wB97M-V/def2-TZVPD" homo_ha=-0.53395 e_above_lowest_ev=1.883 lumo_ev=-3.3 charge=+1 multiplicity=1 energy_ev=-8974.632
C -0.70212 0.17152 1.08855 -0.215
C -0.08467 0.41877 -0.28854 -0.245
C 0.95681 1.49491 -0.44137 -0.644
C -1.34556 0.42275 -1.33247 -0.389
C -0.91431 -0.16471 -2.65141 -0.637
N 0.37544 -0.05082 2.09044 -0.713
H -1.12148 1.19451 1.44798 0.211
H -1.41357 -0.62695 1.12120 0.234
H 0.54860 -0.54353 -0.57950 0.204
H 0.79499 2.19912 0.48012 0.179
H 0.65757 2.21327 -1.27283 0.262
H 2.04882 1.22678 -0.41665 0.241
H -1.71209 1.49074 -1.52026 0.227
H -2.16524 -0.20966 -0.84982 0.206
H -1.79739 -0.66087 -3.13536 0.235
H 0.00262 -0.83940 -2.61804 0.211
H -0.68121 0.61068 -3.40997 0.225
H -0.00249 0.09889 3.02883 0.427
H 0.90344 0.84066 2.01432 0.435
H 0.87697 -0.99424 2.01480 0.477
H 0.93623 -3.25078 2.14735 0.541
H 2.33626 -2.54153 1.26167 0.544
O 1.50239 -2.50012 1.82095 -1.018

***

Record 2
11
Properties=species:S:1:pos:R:3:lowdin_spin:R:1 method="wB97M-V/def2-TZVPD" homo_ha="-0.28811 / -0.28726" lumo_ev="-3.4 / -4.0" multiplicity=2 energy_ev=-65477.337
O -1.73749 -1.17367 -1.04261 0.002
C -2.40021 -0.95587 0.00333 0.002
O -1.45279 -0.42044 0.92312 0.001
C -1.69263 -0.18303 2.36010 0.000
O -2.80384 -0.48016 2.77224 0.000
O -0.69337 0.30864 2.87883 0.000
Mg 0.01869 -0.36918 -0.45207 0.025
C 2.21838 0.23946 -2.42316 0.585
O 3.26250 0.76845 -2.74183 0.146
O 1.64478 0.32147 -1.28977 0.168
Cu 3.63598 1.94432 -0.98819 0.072

***

Record 3
16
Properties=species:S:1:pos:R:3:nbo_charge:R:1 method="wB97M-V/def2-TZVPD" homo_ha=-0.36003 e_above_lowest_ev=2.984 lumo_ev=0.8 multiplicity=1 energy_ev=-9877.076
C -1.83166 0.04636 1.24690 -0.708
C -1.70964 -0.57071 -0.08721 0.237
N -0.66520 -0.78346 -0.79443 -0.534
C 0.58214 -0.40914 -0.26728 0.860
O 0.87383 -0.32701 0.91024 -0.634
O 1.47817 -0.24700 -1.24618 -0.486
C 2.81500 -0.04159 -0.78148 -0.260
H -1.04347 0.73614 1.55336 0.259
H -2.83606 0.37202 1.54813 0.231
H -1.60766 -0.96820 1.64411 0.269
H -2.64197 -1.02609 -0.42466 0.185
H 3.42365 0.06278 -1.67954 0.196
H 2.88884 0.85686 -0.16174 0.193
H 3.14740 -0.90019 -0.18945 0.194
H -1.63226 1.78238 -0.37910 -0.016
H -1.24113 1.41686 -0.89169 0.013

***

Record 4
18
Properties=species:S:1:pos:R:3:nbo_charge:R:1 method="wB97M-V/def2-TZVPD" homo_ha=-0.30408 e_above_lowest_ev=4.609 lumo_ev=0.9 multiplicity=1 energy_ev=-10266.242
N 1.22100 -0.91374 -0.74041 -0.856
C 1.00945 -0.92550 0.79152 -0.256
C -0.01504 0.07675 1.05414 -0.105
C -1.49111 -0.12478 0.64244 -0.276
N -1.48921 -0.27571 -0.95618 -0.506
C -0.75038 0.48051 -1.54223 0.270
N -0.02022 1.64962 -0.97739 -0.485
N 0.37972 1.36610 0.37557 -0.508
H 2.00483 -1.40280 -1.05459 0.363
H 0.44666 -1.44588 -1.21586 0.379
H 1.80861 -0.44744 1.50167 0.224
H 0.94595 -1.85968 1.29358 0.199
H -0.27793 0.38640 2.10319 0.230
H -2.49749 0.41089 0.92314 0.237
H -1.59439 -1.10747 1.13072 0.189
H -0.53573 0.49431 -2.71926 0.171
H 0.89699 1.42054 -1.42657 0.368
H -0.04171 2.21788 0.81652 0.360